Record 1
A structure of composition C3H5NS. Source: OMol25; level of theory: ωB97M-V/def2-TZVPD.

Summary:
**HOMO-LUMO gap**: 0.300 hartree
**HOMO level**: -8.55 eV
**Energy above the lowest of the compared OMol25 structures with the same formula, charge and spin**: 120.72 kcal per mole
**LUMO energy**: -0.40 eV
**Maximum force**: 4.72 eV/Å

CARTESIAN COORDINATES (ANGSTROEM)
C1 -0.355 0.231 0.638
C2 0.734 0.170 -0.485
C3 1.899 -0.746 0.035
H1 -3.194 1.608 -0.565
H2 0.021 -0.328 1.668
H3 0.358 0.759 -1.485
H4 2.929 -0.953 -0.492
H5 1.599 -1.462 1.129
N1 -1.676 0.342 0.572
S1 -2.314 0.379 -1.014

Results of the natural (NBO) charge analysis, in e, for atoms 1 through 2:
1 C 0.063
2 C -0.321



Record 2
The molecule C2H5PS. Source: OMol25; level of theory: ωB97M-V/def2-TZVPD.

Summary:
**HOMO-LUMO gap (alpha / beta)**: 0.273 / 0.270 hartree
**HOMO level (alpha / beta)**: -7.68 / -7.49 eV
**Energy above the lowest of the compared OMol25 structures with the same formula, charge and spin**: 56.47 kcal per mole
**LUMO energy (alpha / beta)**: -0.26 / -0.16 eV
**Maximum force**: 2.37 eV/Å

CARTESIAN COORDINATES (ANGSTROEM)
C1 1.992 0.174 -0.355
C2 -0.702 0.330 0.319
P1 -2.359 -0.144 -0.197
S1 0.573 -0.705 -0.078
H1 2.079 1.236 -0.426
H2 2.896 -0.359 0.062
H3 -0.391 1.341 0.046
H4 -3.202 0.823 0.437
H5 -2.492 -1.339 0.627

Results of the natural (NBO) charge analysis, in e, for atoms 1 through 2:
1 C -0.737
2 C -0.834



Record 3
The ion C5H10N3 with charge +1. Source: OMol25; level of theory: ωB97M-V/def2-TZVPD.

Summary:
**HOMO-LUMO gap**: 0.320 hartree
**HOMO level**: -12.91 eV
**Energy above the lowest of the compared OMol25 structures with the same formula, charge and spin**: 62.99 kcal per mole
**LUMO energy**: -4.20 eV
**SMILES**: C[C@H]([NH3+])n1ccnc1
**Maximum force**: 6.30 eV/Å
**Net charge**: +1

CARTESIAN COORDINATES (ANGSTROEM)
C1 -0.328 -0.772 -1.904
C2 0.611 -0.212 -0.771
N1 1.415 -1.255 -0.121
N2 -0.137 0.612 0.398
C3 -0.976 0.123 1.333
C4 -1.419 1.158 2.017
N3 -0.882 2.335 1.497
C5 -0.194 1.934 0.496
H1 -1.211 -1.172 -1.453
H2 0.310 -1.335 -2.596
H3 -0.677 0.147 -2.397
H4 1.299 0.403 -1.182
H5 1.996 -0.865 0.660
H6 0.816 -1.973 0.291
H7 2.135 -1.835 -0.696
H8 -1.238 -1.010 1.554
H9 -2.098 1.128 2.848
H10 0.580 2.590 0.026

Results of the natural (NBO) charge analysis, in e, for atoms 1 through 2:
1 C -0.639
2 C 0.156



Record 4
The molecule C4H7NOS. Source: OMol25; level of theory: ωB97M-V/def2-TZVPD.

Summary:
**HOMO-LUMO gap**: 0.375 hartree
**HOMO level**: -9.45 eV
**Energy above the lowest of the compared OMol25 structures with the same formula, charge and spin**: 52.38 kcal per mole
**LUMO energy**: 0.76 eV
**SMILES**: CC1=N[C@H](S)OC1
**Maximum force**: 4.36 eV/Å

CARTESIAN COORDINATES (ANGSTROEM)
C1 0.519 1.963 0.367
C2 0.019 0.615 0.070
N1 -1.165 0.332 -0.206
C3 -1.025 -1.296 -0.706
S1 -1.771 -2.291 0.516
O1 0.323 -1.494 -0.945
C4 1.000 -0.530 -0.159
H1 1.171 2.146 -0.564
H2 1.187 1.797 1.317
H3 -0.370 2.650 0.461
H4 -1.588 -1.443 -1.738
H5 -1.378 -1.342 1.350
H6 1.871 -0.180 -0.565
H7 1.208 -0.926 0.802

Results of the natural (NBO) charge analysis, in e, for atoms 1 through 2:
1 C -0.661
2 C 0.234



Record 5
A structure of composition C5H10O2. Source: OMol25; level of theory: ωB97M-V/def2-TZVPD.

Summary:
**HOMO-LUMO gap**: 0.393 hartree
**HOMO level**: -9.68 eV
**Energy above the lowest of the compared OMol25 structures with the same formula, charge and spin**: 86.54 kcal per mole
**LUMO energy**: 1.01 eV
**Maximum force**: 2.50 eV/Å

CARTESIAN COORDINATES (ANGSTROEM)
C1 2.211 1.010 -0.524
O1 0.868 1.050 -0.078
C2 0.239 -0.187 -0.275
C3 0.489 -1.212 0.854
O2 -0.749 -0.843 1.492
C4 -1.178 -0.372 0.240
C5 -2.325 0.577 0.072
H1 2.817 0.285 0.043
H2 2.271 0.744 -1.592
H3 2.639 2.006 -0.384
H4 0.311 -0.508 -1.320
H5 1.334 -1.045 1.519
H6 0.434 -2.249 0.493
H7 -1.535 -1.329 -0.428
H8 -2.107 1.593 -0.280
H9 -2.663 -0.094 -0.719
H10 -3.055 0.574 0.889

Results of the natural (NBO) charge analysis, in e, for atoms 1 through 2:
1 C -0.250
2 O -0.523



Record 6
The ion C7H9N2O with charge -1. Source: OMol25; level of theory: ωB97M-V/def2-TZVPD.

Summary:
**HOMO-LUMO gap (alpha / beta)**: 0.193 / 0.193 hartree
**HOMO level (alpha / beta)**: -1.43 / -1.43 eV
**Energy above the lowest of the compared OMol25 structures with the same formula, charge and spin**: 42.40 kcal per mole
**LUMO energy (alpha / beta)**: 3.83 / 3.83 eV
**SMILES**: Cc1cccnc1N(C)[O-]
**Maximum force**: 6.17 eV/Å
**Net charge**: -1

CARTESIAN COORDINATES (ANGSTROEM)
C1 0.129 2.291 0.277
C2 -0.570 0.962 0.135
C3 -1.972 0.868 0.214
C4 -2.488 -0.515 0.089
C5 -1.657 -1.565 -0.211
N1 -0.334 -1.426 -0.059
C6 0.199 -0.208 0.153
N2 1.818 -0.198 0.223
C7 2.278 -1.532 -0.218
O1 2.492 0.905 -0.032
H1 -0.261 2.902 -0.530
H2 -0.221 2.824 1.106
H3 1.205 2.058 0.129
H4 -2.513 1.778 0.421
H5 -3.550 -0.669 -0.223
H6 -1.967 -2.522 -0.520
H7 1.914 -2.031 -1.148
H8 3.472 -1.627 -0.266
H9 2.025 -2.296 0.460

Results of the natural (NBO) charge analysis, in e, for atoms 1 through 2:
1 C -0.697
2 C -0.075



Record 7
The molecule C4H6BrNO2. Source: OMol25; level of theory: ωB97M-V/def2-TZVPD.

Summary:
**HOMO-LUMO gap**: 0.358 hartree
**HOMO level**: -9.06 eV
**Energy above the lowest of the compared OMol25 structures with the same formula, charge and spin**: 123.77 kcal per mole
**LUMO energy**: 0.67 eV
**SMILES**: C=CC/C(Br)=[N+](/[O-])O
**Maximum force**: 4.56 eV/Å

CARTESIAN COORDINATES (ANGSTROEM)
C1 -0.244 0.949 -1.283
C2 0.069 1.124 0.023
C3 -0.545 0.140 1.050
C4 -1.655 -0.540 0.347
Br1 -3.084 0.605 -0.028
N1 -1.899 -1.744 0.025
O1 -2.820 -2.411 -0.388
O2 -0.923 -2.627 0.540
H1 -0.766 0.021 -1.535
H2 -0.106 1.559 -2.199
H3 0.488 2.035 0.392
H4 0.236 -0.426 1.558
H5 -1.008 0.694 1.775
H6 -1.291 -3.503 0.665

Results of the natural (NBO) charge analysis, in e, for atoms 1 through 2:
1 C -0.381
2 C -0.179



Record 8
A cluster of 10 separate species, C14H48N12O10 in total. Source: OMol25; level of theory: ωB97M-V/def2-TZVPD.

Summary:
**HOMO-LUMO gap**: 0.281 hartree
**HOMO level**: -8.37 eV
**Energy above the lowest of the compared OMol25 structures with the same formula, charge and spin**: 250.43 kcal per mole
**LUMO energy**: -0.73 eV
**SMILES**: NC(N)=O.NC(N)=O.NC(N)=O.NC(N)=O.NC(N)=O.NC(N)=O.CCO.CCO.CCO.CCO
**Maximum force**: 10.55 eV/Å

CARTESIAN COORDINATES (ANGSTROEM)
N1 -28.545 -6.443 -2.164
C1 -27.668 -6.490 -3.163
N2 -27.180 -5.344 -3.571
O1 -27.309 -7.649 -3.800
H1 -28.950 -7.412 -1.995
H2 -29.282 -5.662 -2.060
H3 -26.289 -5.541 -4.090
H4 -27.237 -4.351 -3.145
N3 -30.524 -5.746 1.150
C2 -30.886 -6.099 2.355
N4 -29.880 -6.530 3.132
O2 -32.117 -6.033 2.835
H5 -31.300 -5.551 0.571
H6 -29.565 -5.868 0.775
H7 -30.170 -6.944 4.021
H8 -28.930 -6.700 2.823
N5 -26.116 -12.067 1.664
C3 -26.587 -11.962 0.523
N6 -26.963 -10.759 0.282
O3 -26.732 -13.067 -0.291
H9 -25.686 -12.937 1.947
H10 -25.894 -11.277 2.345
H11 -27.474 -10.781 -0.621
H12 -26.822 -9.869 0.783
N7 -28.034 -5.910 0.428
C4 -27.444 -6.824 1.093
N8 -27.454 -6.606 2.380
O4 -27.251 -8.049 0.453
H13 -28.094 -6.178 -0.540
H14 -27.918 -4.898 0.626
H15 -26.883 -7.416 2.813
H16 -27.545 -5.746 2.925
N9 -26.728 -12.380 -3.944
C5 -27.155 -11.198 -3.499
N10 -26.426 -10.252 -3.988
O5 -27.990 -10.893 -2.464
H17 -27.021 -13.201 -3.316
H18 -25.974 -12.702 -4.539
H19 -26.420 -9.276 -3.705
H20 -26.131 -10.445 -5.000
N11 -29.951 -4.248 -1.264
C6 -31.087 -4.524 -1.950
N12 -31.100 -4.145 -3.134
O6 -32.234 -4.928 -1.361
H21 -30.156 -4.374 -0.308
H22 -29.107 -3.681 -1.533
H23 -32.065 -4.191 -3.517
H24 -30.417 -4.540 -3.855
C7 -30.761 -12.188 -2.175
C8 -30.326 -12.387 -0.693
O7 -29.911 -13.767 -0.516
H25 -30.835 -11.211 -2.440
H26 -31.676 -12.803 -2.419
H27 -29.875 -12.647 -2.699
H28 -31.137 -11.981 0.019
H29 -29.530 -11.739 -0.365
H30 -29.716 -13.949 0.429
C9 -30.554 -10.524 3.089
C10 -29.135 -9.884 2.935
O8 -28.485 -9.515 4.105
H31 -30.922 -11.108 2.250
H32 -31.329 -9.736 3.185
H33 -30.557 -11.238 3.871
H34 -29.106 -9.011 2.192
H35 -28.513 -10.577 2.426
H36 -29.046 -8.850 4.529
C11 -31.564 -8.588 -0.752
C12 -30.102 -8.743 -0.544
O9 -29.532 -8.936 -1.776
H37 -32.188 -9.427 -1.133
H38 -31.975 -7.658 -1.208
H39 -31.665 -8.403 0.290
H40 -29.860 -9.535 0.163
H41 -29.676 -7.783 -0.133
H42 -29.031 -9.683 -1.820
C13 -29.786 -9.538 -5.590
C14 -31.091 -9.177 -4.785
O10 -30.904 -7.970 -4.109
H43 -29.540 -8.802 -6.353
H44 -29.939 -10.452 -6.154
H45 -29.041 -9.814 -4.968
H46 -31.227 -9.859 -4.005
H47 -31.865 -9.073 -5.461
H48 -30.540 -8.211 -3.290

Results of the Löwdin charge analysis, in e, for atoms 1 through 2:
1 N 0.117
2 C -0.574